--- A ---
C4H11NO2 | the ωB97M-V functional and the def2-TZVPD basis

Results
- 2S+1 = 2
- gap between HOMO and LUMO (alpha / beta) (eV) = 8.51 / 7.08
- total charge = +1

CARTESIAN COORDINATES (ANGSTROEM)
C  1.74  -1.34  0.06
C  0.91  -0.17  -0.40
N  -0.18  -0.49  -1.36
C  -1.12  0.68  -1.48
C  -2.11  0.94  -0.41
O  -1.60  1.51  0.89
H  2.67  -1.44  -0.55
H  1.93  -1.13  1.14
H  1.09  -2.25  0.01
H  0.36  0.23  0.47
H  1.49  0.65  -0.83
H  -0.69  -1.39  -1.20
H  -2.84  1.73  -0.81
H  -1.44  0.89  -2.49
H  -2.71  0.06  -0.04
H  1.84  -0.53  3.50
H  -1.02  2.28  0.93
O  1.67  -0.21  2.57

Löwdin atomic charges, in units of e: number 1, C, carries -0.069; number 2, C, carries -0.205; number 3, N, carries 0.180; number 4, C, carries 0.008; number 5, C, carries -0.169; number 6, O, carries -0.085; number 7, H, carries 0.101; number 8, H, carries 0.033; number 9, H, carries 0.101; number 10, H, carries 0.120; number 11, H, carries 0.154; number 12, H, carries 0.182; number 13, H, carries 0.155; number 14, H, carries 0.129; number 15, H, carries 0.151; number 16, H, carries 0.081; number 17, H, carries 0.098; number 18, O, carries 0.035

---

--- B ---
C4H11NO2 | the ωB97M-V functional and the def2-TZVPD basis

Results
- 2S+1 = 2
- gap between HOMO and LUMO (alpha / beta) (eV) = 6.34 / 7.64
- total charge = +1

CARTESIAN COORDINATES (ANGSTROEM)
C  0.10  -2.61  -0.45
O  0.37  2.83  -1.12
C  0.41  -0.98  -0.29
C  -0.68  0.11  -0.26
C  -0.86  1.30  0.87
O  0.29  2.12  1.23
N  1.81  -0.63  -0.26
H  -0.95  -2.90  -0.26
H  0.70  -3.13  0.51
H  1.12  3.37  -1.17
H  0.21  -0.99  0.94
H  -1.67  -0.52  -0.30
H  -0.92  0.73  -1.23
H  -1.24  0.81  1.78
H  -1.76  1.91  0.65
H  0.56  2.51  0.22
H  0.26  -2.84  -1.41
H  2.24  -1.09  0.56

Löwdin atomic charges, in units of e: number 1, C, carries 0.043; number 2, O, carries 0.049; number 3, C, carries -0.330; number 4, C, carries -0.125; number 5, C, carries -0.204; number 6, O, carries -0.063; number 7, N, carries 0.322; number 8, H, carries 0.088; number 9, H, carries 0.166; number 10, H, carries 0.025; number 11, H, carries 0.262; number 12, H, carries 0.151; number 13, H, carries 0.157; number 14, H, carries 0.121; number 15, H, carries 0.133; number 16, H, carries 0.064; number 17, H, carries 0.032; number 18, H, carries 0.109

---

It is B that is the least stable of them.

---

--- A ---
C2H3N3OS | the ωB97M-V functional and the def2-TZVPD basis

Results
- gap between HOMO and LUMO (eV) = 9.82
- SMILES = [H]/N=c1/nc(S)[nH]o1

CARTESIAN COORDINATES (ANGSTROEM)
C  -0.16  -0.62  0.70
C  0.21  1.07  -0.57
H  0.55  -1.02  2.84
H  0.35  2.26  -1.97
H  -0.45  -1.84  -0.92
N  0.36  0.57  0.74
N  0.59  2.18  -0.97
N  -0.76  -0.94  -0.51
O  -0.41  0.10  -1.37
S  -0.28  -1.76  2.02

Löwdin atomic charges, in units of e: number 1, C, carries -0.765; number 2, C, carries -0.506; number 3, H, carries -0.079; number 4, H, carries 0.066; number 5, H, carries 0.157; number 6, N, carries 0.131; number 7, N, carries 0.157; number 8, N, carries 0.009; number 9, O, carries -0.006; number 10, S, carries 0.835

---

--- B ---
C2H3N3OS | the ωB97M-V functional and the def2-TZVPD basis

Results
- gap between HOMO and LUMO (eV) = 9.03

CARTESIAN COORDINATES (ANGSTROEM)
C  -1.42  -0.03  0.86
C  1.02  0.23  -0.31
N  -2.46  -0.64  0.03
N  -1.50  -1.38  0.32
N  2.08  0.81  -0.87
O  -0.93  -2.44  0.29
S  -0.30  1.22  -0.03
H  -1.61  0.30  1.94
H  2.25  1.84  -1.20
H  2.86  0.09  -1.04

Löwdin atomic charges, in units of e: number 1, C, carries -0.457; number 2, C, carries -0.563; number 3, N, carries 0.173; number 4, N, carries -0.329; number 5, N, carries -0.105; number 6, O, carries 0.063; number 7, S, carries 0.848; number 8, H, carries 0.115; number 9, H, carries 0.138; number 10, H, carries 0.117

---

It is B that is the least stable of them.

---

--- A ---
C2H3N3OS | the ωB97M-V functional and the def2-TZVPD basis

Results
- gap between HOMO and LUMO (eV) = 8.63
- SMILES = Nn1oncc1=S

CARTESIAN COORDINATES (ANGSTROEM)
C  -0.21  1.41  -0.85
C  0.48  0.57  0.10
H  0.97  -1.84  1.00
H  -0.42  -1.57  1.69
H  -0.02  2.46  -1.09
N  -0.06  -1.75  0.70
N  -0.13  -0.64  -0.02
N  -1.03  0.72  -1.63
O  -1.06  -0.53  -1.18
S  1.47  1.16  1.28

Löwdin atomic charges, in units of e: number 1, C, carries -0.125; number 2, C, carries -0.825; number 3, H, carries 0.125; number 4, H, carries 0.131; number 5, H, carries 0.123; number 6, N, carries 0.085; number 7, N, carries -0.180; number 8, N, carries 0.072; number 9, O, carries -0.014; number 10, S, carries 0.608

---

--- B ---
C2H3N3OS | the ωB97M-V functional and the def2-TZVPD basis

Results
- gap between HOMO and LUMO (eV) = 9.80
- SMILES = [H]/N=c1\ocnn1S

CARTESIAN COORDINATES (ANGSTROEM)
C  1.60  -1.14  0.02
C  0.58  0.80  0.00
H  -2.18  0.00  1.21
H  2.47  -1.78  0.07
H  1.17  2.61  -0.17
N  -0.33  -0.26  -0.01
N  0.38  -1.47  0.00
N  0.30  2.06  0.03
O  1.82  0.21  -0.01
S  -1.97  -0.17  -0.08

Löwdin atomic charges, in units of e: number 1, C, carries -0.174; number 2, C, carries -0.505; number 3, H, carries -0.139; number 4, H, carries 0.137; number 5, H, carries 0.073; number 6, N, carries -0.519; number 7, N, carries 0.084; number 8, N, carries 0.125; number 9, O, carries 0.070; number 10, S, carries 0.849

---

It is A that is the least stable of them.

---

--- A ---
C4H4FNS2 | the ωB97M-V functional and the def2-TZVPD basis

Results
- gap between HOMO and LUMO (eV) = 8.13
- SMILES = F[C@@]12C[C@@H]1SNC2=S

CARTESIAN COORDINATES (ANGSTROEM)
C  0.29  0.62  -0.25
C  -0.66  1.14  0.80
C  -1.17  0.14  -0.28
C  1.10  -0.62  -0.06
H  -0.85  2.35  0.84
H  -0.33  0.77  1.82
H  -1.98  0.75  -0.83
H  0.85  -2.68  -0.73
N  0.41  -1.72  -0.28
F  0.77  1.52  -0.92
S  -1.24  -1.56  -0.16
S  2.80  -0.72  0.06

Löwdin atomic charges, in units of e: number 1, C, carries -0.651; number 2, C, carries -0.047; number 3, C, carries -0.498; number 4, C, carries -0.802; number 5, H, carries 0.176; number 6, H, carries 0.118; number 7, H, carries 0.142; number 8, H, carries 0.206; number 9, N, carries -0.366; number 10, F, carries 0.182; number 11, S, carries 0.949; number 12, S, carries 0.590

---

--- B ---
C4H4FNS2 | the ωB97M-V functional and the def2-TZVPD basis

Results
- gap between HOMO and LUMO (eV) = 8.40
- SMILES = C=C(F)/C=N\SC=S

CARTESIAN COORDINATES (ANGSTROEM)
C  2.55  0.15  -0.01
C  2.34  1.47  -0.16
C  1.63  -0.99  -0.13
C  -2.16  -0.52  -0.04
H  3.13  2.15  -0.04
H  1.38  1.86  -0.44
H  2.13  -1.94  -0.23
H  -2.04  -1.58  -0.16
N  0.37  -1.05  -0.15
F  3.79  -0.27  0.27
S  -0.63  0.31  0.01
S  -3.59  0.23  0.08

Löwdin atomic charges, in units of e: number 1, C, carries -0.331; number 2, C, carries 0.101; number 3, C, carries -0.198; number 4, C, carries -1.041; number 5, H, carries 0.059; number 6, H, carries 0.019; number 7, H, carries 0.116; number 8, H, carries 0.004; number 9, N, carries -0.266; number 10, F, carries 0.043; number 11, S, carries 0.892; number 12, S, carries 0.602

---

It is A that is the least stable of them.

---

--- A ---
C4H8OS2 | the ωB97M-V functional and the def2-TZVPD basis

Results
- gap between HOMO and LUMO (eV) = 9.20

CARTESIAN COORDINATES (ANGSTROEM)
C  2.59  0.00  -0.28
C  -0.01  -0.44  -0.53
C  -0.52  0.87  0.15
C  -2.42  -0.30  0.46
H  2.34  1.00  -0.14
H  3.83  -0.02  -0.21
H  2.30  -0.35  -1.32
H  0.25  -0.53  -1.52
H  -0.47  0.34  1.41
H  -0.03  1.90  0.07
H  -2.57  -0.23  1.56
H  -3.42  -0.59  -0.09
O  -1.85  0.87  -0.03
S  1.36  -0.95  0.66
S  -1.37  -1.58  -0.20

Löwdin atomic charges, in units of e: number 1, C, carries -0.430; number 2, C, carries -0.798; number 3, C, carries -0.316; number 4, C, carries -0.520; number 5, H, carries -0.028; number 6, H, carries 0.118; number 7, H, carries 0.032; number 8, H, carries 0.034; number 9, H, carries 0.144; number 10, H, carries 0.153; number 11, H, carries 0.103; number 12, H, carries 0.116; number 13, O, carries -0.226; number 14, S, carries 0.742; number 15, S, carries 0.876

---

--- B ---
C4H8OS2 | the ωB97M-V functional and the def2-TZVPD basis

Results
- gap between HOMO and LUMO (eV) = 7.26

CARTESIAN COORDINATES (ANGSTROEM)
C  -0.78  0.61  1.03
C  -0.94  1.22  2.42
O  -1.47  2.29  2.64
C  0.24  -0.52  0.87
S  -0.33  -1.87  -0.26
S  -0.48  0.12  -2.07
C  1.06  -0.59  -2.72
H  -1.69  0.14  0.64
H  -0.81  1.48  0.37
H  -0.84  0.48  3.24
H  0.53  -1.00  1.87
H  1.23  -0.20  0.53
H  1.52  -0.04  -3.56
H  0.98  -1.60  -3.06
H  1.79  -0.52  -1.93

Löwdin atomic charges, in units of e: number 1, C, carries -0.288; number 2, C, carries -0.262; number 3, O, carries 0.054; number 4, C, carries -0.632; number 5, S, carries 0.616; number 6, S, carries 0.598; number 7, C, carries -0.565; number 8, H, carries 0.085; number 9, H, carries 0.085; number 10, H, carries 0.119; number 11, H, carries 0.089; number 12, H, carries 0.051; number 13, H, carries 0.044; number 14, H, carries 0.008; number 15, H, carries -0.002

---

It is A that is the least stable of them.